C58H48N2NiO3P2 | ωB97M-V/def2-TZVPD

XYZ file:
```
114
Properties=species:S:1:pos:R:3:forces:R:3
Ni -0.65062 -0.33772 0.94765 -0.2 -0.2 0.0
O -1.38646 -1.33693 -0.88922 0.1 0.0 0.0
C -2.82127 -1.35937 -0.92571 -0.1 0.0 0.1
C -3.45481 -0.72119 0.34164 0.0 0.0 0.0
C -3.21001 0.75595 0.57381 0.0 0.0 0.0
C -4.11604 1.68739 0.07921 0.0 0.0 0.0
C -3.96858 3.01707 0.41290 0.0 0.0 0.0
C -2.94273 3.37737 1.26796 0.0 0.0 0.0
C -2.05261 2.41610 1.72261 0.0 0.0 -0.1
C -0.97740 2.84440 2.70441 0.0 -0.1 0.0
C 0.40334 3.04954 2.02788 -0.2 -0.2 0.0
O 0.52439 1.87792 1.22730 0.5 0.3 0.1
C 0.29476 4.24726 1.09116 -0.1 0.0 0.1
C 0.06704 4.08328 -0.26713 0.0 0.0 0.0
C -0.11195 5.19044 -1.08891 0.0 0.0 0.0
C -0.07629 6.46958 -0.55780 0.0 0.0 0.0
C 0.14183 6.63941 0.80442 0.0 0.0 0.0
C 0.32500 5.53567 1.62116 0.0 0.0 0.0
C 1.59248 3.16900 2.97781 0.0 -0.6 -0.6
C 1.61298 2.48305 4.21113 0.4 4.0 0.9
C 2.79420 2.60090 4.97200 0.1 -0.5 0.0
C 3.96061 3.11466 4.44161 0.1 -0.2 0.0
C 3.96512 3.61761 3.14874 -0.1 0.0 0.0
C 2.77403 3.65936 2.44089 0.0 -0.1 -0.2
N -2.16263 1.12183 1.33833 0.0 0.0 0.1
C -3.30077 -2.79677 -1.13738 0.0 0.0 -0.1
C -3.89167 -3.55452 -0.13488 0.0 0.0 0.0
C -4.27278 -4.86958 -0.37406 0.0 0.0 0.0
C -4.05890 -5.44656 -1.61553 0.0 0.0 0.0
C -3.46198 -4.69992 -2.62267 0.0 0.0 0.0
C -3.09431 -3.38652 -2.38312 0.0 0.0 0.0
C -3.20584 -0.47500 -2.10860 0.0 0.0 0.0
C -4.51638 -0.49241 -2.58012 0.0 0.0 0.0
C -4.91735 0.37597 -3.58303 0.0 0.0 0.0
C -4.00950 1.27413 -4.13104 0.0 0.0 0.0
C -2.70196 1.28834 -3.67202 0.0 0.0 0.0
C -2.30028 0.42058 -2.66316 0.0 0.0 0.0
H -4.53515 -0.85732 0.25181 0.0 0.0 0.0
H -3.11402 -1.26766 1.21866 0.0 0.0 0.0
H -4.92209 1.35400 -0.55990 0.0 0.0 0.0
H -4.65868 3.76105 0.03609 0.0 0.0 0.0
H -2.81791 4.40386 1.58680 0.0 0.0 0.0
H -1.29245 3.76699 3.19486 0.0 0.0 0.0
H -0.90202 2.07456 3.46954 0.0 0.0 0.0
H 0.02886 3.08442 -0.67755 0.0 0.0 0.0
H -0.28319 5.04716 -2.14862 0.0 0.0 0.0
H -0.21452 7.33136 -1.19805 0.0 0.0 0.0
H 0.17548 7.63454 1.22961 0.0 0.0 0.0
H 0.51004 5.67471 2.68059 0.0 0.0 0.0
H 0.71289 2.60879 4.80632 -0.3 -1.1 -0.2
H 2.80009 2.18578 5.97308 0.0 0.1 0.0
H 4.86495 3.12915 5.03717 0.0 0.0 0.0
H 4.87566 3.99812 2.70434 0.0 0.0 0.0
H 2.76814 4.08088 1.44263 0.0 0.0 0.0
H -4.03716 -3.13879 0.85156 0.0 0.0 0.0
H -4.73300 -5.44374 0.42020 0.0 0.0 0.0
H -4.35405 -6.47207 -1.79856 0.0 0.0 0.0
H -3.28509 -5.13976 -3.59583 0.0 0.0 0.0
H -2.65841 -2.79961 -3.18311 0.0 0.0 0.0
H -5.22653 -1.19885 -2.16421 0.0 0.0 0.0
H -5.93902 0.34908 -3.94066 0.0 0.0 0.0
H -4.31969 1.95079 -4.91695 0.0 0.0 0.0
H -1.98525 1.98062 -4.09653 0.0 0.0 0.0
H -1.28040 0.43187 -2.30399 0.0 0.0 0.0
N 2.21059 -2.29147 0.55882 0.1 -0.1 0.0
P 1.31307 0.40458 1.09591 -0.1 0.5 0.1
C 2.61427 0.99578 -0.04129 0.0 -0.2 0.0
C 2.16349 1.36558 -1.30698 0.0 -0.1 0.0
C 3.01674 1.96782 -2.21672 0.0 0.0 0.0
C 4.34482 2.18511 -1.87653 0.0 0.0 0.0
C 4.80678 1.80568 -0.62415 0.0 0.0 0.0
C 3.94353 1.22363 0.29480 0.0 0.0 0.0
C 2.07988 0.08551 2.71891 0.3 0.2 -0.1
C 1.27211 0.45686 3.80957 -1.0 -3.9 -0.6
C 1.44696 -0.25436 5.01067 0.3 0.6 0.3
C 2.59822 -0.97871 5.23761 0.1 0.2 0.2
C 3.53368 -1.11639 4.21772 0.0 -0.1 0.0
C 3.23624 -0.64999 2.94346 0.1 0.2 -0.2
P 1.00634 -2.67922 -0.37982 0.0 0.0 0.1
C 0.69782 -4.44765 -0.67549 0.0 0.0 0.0
C 1.73818 -5.17548 -1.25814 0.0 0.0 0.0
C 1.57697 -6.51881 -1.54803 0.0 0.0 0.0
C 0.37212 -7.14895 -1.25855 0.0 0.0 0.0
C -0.66171 -6.43289 -0.67769 0.0 0.0 0.0
C -0.50448 -5.08337 -0.38335 0.0 0.0 0.0
C 1.42437 -2.05819 -2.02232 0.0 0.0 0.0
C 2.71852 -1.60572 -2.25413 0.0 0.0 0.0
C 3.09972 -1.21934 -3.53246 0.0 0.0 0.0
C 2.18999 -1.27550 -4.57685 0.0 0.0 0.0
C 0.89813 -1.73856 -4.35103 0.0 0.0 0.0
C 0.52216 -2.14224 -3.08100 0.0 0.0 0.0
H 2.18447 -2.74469 1.46628 0.0 0.0 0.0
H 1.13295 1.16025 -1.58164 0.0 0.0 0.0
H 2.65047 2.25047 -3.19574 0.0 0.0 0.0
H 5.01857 2.64966 -2.58555 0.0 0.0 0.0
H 5.84145 1.97577 -0.35321 0.0 0.0 0.0
H 4.30863 0.97683 1.28199 0.0 0.0 0.0
H 0.22602 0.54003 3.52685 0.0 1.0 0.2
H 0.70667 -0.13895 5.79518 0.0 -0.1 0.0
H 2.76201 -1.46588 6.19095 0.0 0.0 0.0
H 4.44560 -1.67509 4.38518 0.0 0.0 0.0
H 3.86990 -0.93587 2.11439 0.0 0.0 0.0
H 2.67635 -4.68118 -1.48369 0.0 0.0 0.0
H 2.38853 -7.07537 -1.99919 0.0 0.0 0.0
H 0.24338 -8.19949 -1.48787 0.0 0.0 0.0
H -1.60193 -6.91929 -0.45123 0.0 0.0 0.0
H -1.30907 -4.53387 0.08582 0.0 0.0 0.0
H 3.41194 -1.55971 -1.42403 0.0 0.0 0.0
H 4.10721 -0.86234 -3.70458 0.0 0.0 0.0
H 2.48681 -0.96610 -5.57144 0.0 0.0 0.0
H 0.18869 -1.79539 -5.16711 0.0 0.0 0.0
H -0.47232 -2.52926 -2.90607 0.0 0.0 0.0
O -1.26786 -2.53113 1.11952 0.1 0.2 0.2
C -0.62715 -1.98337 0.18471 -0.1 -0.2 -0.4
```
Forces are in eV/Å.

Results
Molar mass = 941.67 g/mol
HOMO-LUMO gap (alpha / beta) = 6.9 / 6.9 eV
HOMO level (alpha / beta) = -6.9 / -6.9 eV



C58H49IrN3P2SSb | ωB97M-V/def2-TZVPD

XYZ file:
```
115
Properties=species:S:1:pos:R:3:forces:R:3
Ir 0.49914 1.04783 0.97120 -0.5 0.8 0.0
C 0.06454 4.23557 1.00190 0.3 -0.1 0.5
P 0.02265 3.03970 -0.33685 0.6 0.1 -0.5
C 1.27636 3.45241 -1.56418 -0.1 -0.1 -0.2
C 2.54215 3.87935 -1.16057 0.0 0.0 0.0
C 3.51394 4.15985 -2.10897 0.0 0.0 0.0
C 3.23754 3.99006 -3.46042 0.0 0.0 0.0
C 1.99438 3.52439 -3.86487 0.0 0.0 0.0
C 1.01675 3.24938 -2.92146 0.0 0.0 0.0
C -1.60319 3.44420 -1.03801 0.0 -0.3 -0.1
C -2.79018 2.79734 -0.69361 0.0 0.2 0.0
C -4.00264 3.28269 -1.16178 0.0 0.0 0.0
C -4.04119 4.40853 -1.97002 0.0 0.0 0.0
C -2.86471 5.06606 -2.29869 0.0 0.0 0.0
C -1.64943 4.59615 -1.82955 0.0 -0.1 -0.1
C -0.69288 3.50305 2.05931 0.3 0.5 -0.1
C -1.66096 3.83391 2.92426 -0.3 0.7 0.3
C -1.86421 2.71187 3.81564 -0.4 0.3 0.6
C -1.00999 1.74876 3.45271 0.3 -0.4 0.2
C -0.56296 0.46027 4.04176 0.3 0.3 0.0
P -0.15400 -0.62891 2.65738 0.9 -0.7 -0.3
C -1.61046 -1.65797 2.40852 -0.1 0.0 -0.2
C -2.79395 -1.45056 3.10835 -0.1 0.0 -0.2
C -3.82126 -2.38581 3.03211 0.1 0.0 -0.1
C -3.66322 -3.52682 2.26160 0.0 0.0 0.0
C -2.48693 -3.72535 1.54649 0.0 -0.1 0.0
C -1.46726 -2.79415 1.60755 0.0 0.0 0.4
C 1.06196 -1.79717 3.31301 -0.1 0.0 0.0
C 0.66854 -2.74742 4.25703 0.0 0.0 0.1
C 1.60791 -3.59742 4.81630 0.0 0.0 0.0
C 2.94055 -3.51520 4.43036 0.0 0.0 0.0
C 3.33212 -2.59460 3.47082 0.0 0.0 0.0
C 2.39164 -1.73921 2.91435 0.0 -0.1 0.0
N -0.33503 2.17867 2.30781 -1.1 -0.8 -0.5
H -0.36294 5.19750 0.73098 -0.1 0.0 0.0
H 1.10637 4.37889 1.30678 -0.1 0.1 0.1
H 2.77501 4.01173 -0.11045 0.0 0.1 0.0
H 4.48162 4.52782 -1.79558 0.0 0.0 0.0
H 3.99251 4.22683 -4.19811 0.0 0.0 0.0
H 1.78227 3.38698 -4.91678 0.0 0.0 0.0
H 0.04753 2.88996 -3.24320 0.0 0.0 0.0
H -2.78209 1.93151 -0.05113 0.0 0.0 0.1
H -4.92250 2.78697 -0.88174 0.0 0.0 0.0
H -4.98756 4.78436 -2.33343 0.0 0.0 0.0
H -2.89118 5.95231 -2.91752 0.0 0.0 0.0
H -0.74365 5.13008 -2.08526 0.0 0.0 0.0
H -2.14478 4.79520 2.96621 -0.1 0.0 0.1
H -2.52065 2.66751 4.66792 -0.1 0.1 0.0
H -1.24403 0.02348 4.76627 -0.1 0.0 -0.1
H 0.39944 0.59678 4.55088 -0.1 0.0 0.1
H -2.93734 -0.57082 3.71841 0.0 0.0 0.0
H -4.73025 -2.23004 3.59613 0.0 0.0 0.0
H -4.44872 -4.26914 2.22991 0.0 0.0 0.0
H -2.35696 -4.62884 0.96157 0.0 0.0 0.1
H -0.53146 -2.98196 1.09703 0.0 0.0 0.2
H -0.36974 -2.82856 4.55512 0.0 0.0 0.0
H 1.30143 -4.32924 5.55035 0.0 0.0 0.0
H 3.67014 -4.17977 4.87198 0.0 0.0 0.0
H 4.36490 -2.55331 3.14994 0.0 0.0 0.0
H 2.68606 -1.04159 2.14685 0.0 0.0 -0.1
C 3.44973 1.98653 4.03847 -0.1 0.1 0.0
C 4.58610 1.41684 3.49326 0.1 0.0 0.0
C 4.54902 0.99607 2.17606 0.0 0.2 0.0
C 3.37954 1.13742 1.45226 -0.2 0.3 0.0
N 2.23912 1.63421 2.00103 0.9 -0.6 0.4
C 2.29990 2.06506 3.27814 0.1 0.1 -0.3
C 3.27400 0.77645 0.03644 -0.4 -0.1 -0.1
C 4.36667 0.75400 -0.81059 0.0 -0.1 0.1
C 4.17983 0.49399 -2.15484 0.1 0.0 -0.1
C 2.89420 0.28192 -2.61571 0.0 0.0 0.0
C 1.83868 0.33886 -1.72953 0.4 0.2 0.5
N 2.00736 0.56769 -0.40873 0.7 -0.5 -0.7
H 3.43842 2.35962 5.05216 0.0 0.0 0.0
H 5.48824 1.30748 4.07958 0.0 0.0 0.0
H 5.41472 0.54303 1.71507 0.0 0.0 0.0
H 1.40282 2.50294 3.68102 -0.1 0.0 0.1
H 5.35134 0.97101 -0.42301 0.0 0.0 0.0
H 5.02325 0.47871 -2.83155 0.0 0.0 0.0
H 2.69200 0.08842 -3.65977 0.0 0.0 0.0
H 0.82766 0.21737 -2.06440 -0.2 0.0 -0.1
S -1.09862 0.17663 -0.48934 -0.6 0.2 0.0
Sb -1.27133 -1.90122 -1.62774 0.4 0.1 0.5
C 0.10891 -3.35242 -1.05635 0.2 -0.2 -0.2
C 1.39896 -2.90944 -0.76909 -0.1 -0.2 0.0
C 2.36453 -3.82345 -0.37691 0.0 0.0 0.0
C 2.04763 -5.17087 -0.27990 0.0 0.0 0.0
C 0.76643 -5.61186 -0.57650 0.0 0.0 0.0
C -0.20940 -4.70562 -0.96617 0.0 0.0 -0.1
C -3.29365 -2.30565 -1.49974 -0.3 0.0 -0.1
C -3.78494 -3.59522 -1.32097 -0.1 0.1 -0.1
C -5.15670 -3.78924 -1.26329 0.0 0.0 0.0
C -6.01871 -2.70883 -1.38494 0.0 0.0 0.0
C -5.52036 -1.42666 -1.57088 0.0 0.0 0.0
C -4.15280 -1.21454 -1.63402 0.0 -0.1 0.0
C -0.68112 -1.18152 -3.48355 0.1 -0.1 -0.3
C 0.27003 -1.89790 -4.20657 -0.1 0.1 -0.1
C 0.69937 -1.40432 -5.43343 0.0 0.0 0.0
C 0.17811 -0.21580 -5.92280 0.0 0.0 0.0
C -0.76920 0.49530 -5.19341 0.0 0.0 0.0
C -1.20346 0.01961 -3.96643 0.0 -0.1 -0.1
H 1.64996 -1.86326 -0.83618 0.0 0.1 0.0
H 3.36722 -3.48580 -0.15028 0.0 0.0 0.0
H 2.80525 -5.88265 0.01798 0.0 0.0 0.0
H 0.52618 -6.66397 -0.51211 0.0 0.0 0.0
H -1.19583 -5.07173 -1.21105 0.0 0.0 0.0
H -3.12887 -4.44954 -1.24187 0.0 0.0 0.0
H -5.55168 -4.78708 -1.13379 0.0 0.0 0.0
H -7.08718 -2.86936 -1.35162 0.0 0.0 0.0
H -6.20039 -0.59293 -1.67749 0.0 0.0 0.0
H -3.77093 -0.21069 -1.78651 0.0 0.0 0.0
H 0.67043 -2.83347 -3.83442 0.0 0.0 0.0
H 1.43008 -1.95588 -6.00915 0.0 0.0 0.0
H 0.50048 0.15350 -6.88709 0.0 0.0 0.0
H -1.18015 1.41409 -5.59069 0.0 0.0 0.0
H -1.94001 0.58011 -3.40173 0.0 0.0 0.0
```
Forces are in eV/Å.

Results
Molar mass = 1196.04 g/mol
Charge = +3
HOMO-LUMO gap (alpha / beta) = 7.4 / 5.5 eV
⟨S²⟩ = 0.759
Spin multiplicity = 2
HOMO level (alpha / beta) = -15.5 / -15.5 eV